A structure of composition C48H45N2P2SiW at a distorted geometry, computed with the ωB97M-V functional and the def2-TZVPD basis.

Last column: Mulliken charge in e.
Geometry (Å):
W (1.04151, 0.07141, 1.15782)  1.13
C (1.14766, 0.90913, 3.33267)  -0.43
C (0.58558, 1.93234, 2.49831)  -0.29
C (1.61061, 2.41395, 1.67209)  -1.19
C (2.78748, 1.70853, 1.97191)  -1.13
C (2.51076, 0.77972, 2.98563)  -1.07
H (0.64905, 0.39908, 4.14292)  0.51
H (-0.40459, 2.35521, 2.58929)  0.80
H (1.50450, 3.21842, 0.95893)  0.66
H (3.74694, 1.87672, 1.52282)  1.03
H (3.22473, 0.12574, 3.45891)  0.65
C (0.29919, 2.09727, -6.40516)  -0.59
C (1.49140, 1.79701, -5.77025)  -0.74
C (1.51295, 1.59214, -4.39831)  -0.32
C (0.34573, 1.67825, -3.65173)  0.09
C (-0.85118, 1.98502, -4.30144)  -0.37
C (-0.87518, 2.19225, -5.66765)  -0.79
P (0.43714, 1.37014, -1.85874)  1.37
C (-0.71588, 2.64159, -1.21131)  0.01
C (-1.40249, 2.44509, -0.01654)  0.81
C (-2.10502, 3.47109, 0.59249)  -0.47
C (-2.12994, 4.73148, 0.01356)  -1.21
C (-1.44438, 4.94475, -1.17474)  -0.96
C (-0.74184, 3.91543, -1.77874)  -0.79
C (-0.29260, -0.27724, -1.62751)  0.75
C (-0.95104, -0.92556, -2.66944)  -0.39
C (-1.17999, -2.28855, -2.64433)  -1.02
C (-0.73596, -3.02097, -1.56063)  -0.95
C (-0.12379, -2.37071, -0.49508)  0.22
C (0.12563, -0.99500, -0.49375)  1.04
H (0.28031, 2.26062, -7.47274)  0.41
H (2.40683, 1.72801, -6.33725)  0.45
H (2.44591, 1.35814, -3.90492)  0.25
H (-1.76949, 2.06127, -3.73238)  0.58
H (-1.80728, 2.43000, -6.15958)  0.43
H (-1.40086, 1.44487, 0.44617)  -0.91
H (-2.63631, 3.29254, 1.51795)  0.48
H (-2.67456, 5.53612, 0.48077)  0.47
H (-1.45041, 5.92147, -1.63364)  0.46
H (-0.20194, 4.11557, -2.69435)  0.51
H (-1.26603, -0.36311, -3.53805)  0.44
H (-1.68212, -2.76705, -3.47221)  0.48
H (-0.84233, -4.09611, -1.54281)  0.42
H (0.23831, -2.99457, 0.31103)  0.00
N (-1.29345, -1.92517, 2.32271)  0.44
P (-1.57957, -0.26420, 1.95183)  1.10
C (-2.54063, 0.19097, 3.45861)  1.16
C (-2.06615, 1.01587, 4.47764)  -0.35
C (-2.81278, 1.21987, 5.62934)  -1.11
C (-4.04091, 0.60286, 5.78064)  -0.61
C (-4.53414, -0.20779, 4.77051)  -0.85
C (-3.79755, -0.40536, 3.61725)  -0.78
C (-2.90308, -0.35585, 0.72593)  0.40
C (-3.59448, 0.82130, 0.43563)  -0.33
C (-4.58510, 0.82465, -0.52728)  -0.77
C (-4.90393, -0.34990, -1.19855)  -0.82
C (-4.23777, -1.52552, -0.89541)  -0.67
C (-3.23485, -1.53133, 0.06226)  -0.93
C (-0.07165, -2.40338, 2.70403)  0.09
C (0.00144, -3.55642, 3.50678)  -1.22
C (1.22308, -4.07739, 3.84112)  -0.63
C (2.38813, -3.45666, 3.37791)  -1.20
C (2.25252, -2.33740, 2.60222)  0.03
N (1.05188, -1.79219, 2.25903)  0.66
H (-2.07092, -2.45161, 2.72028)  0.41
H (-1.13080, 1.52198, 4.38626)  0.41
H (-2.43301, 1.86762, 6.40596)  0.48
H (-4.61974, 0.75994, 6.67746)  0.42
H (-5.50254, -0.67498, 4.87395)  0.45
H (-4.21308, -1.01357, 2.82385)  0.39
H (-3.37590, 1.73844, 0.97678)  0.41
H (-5.11245, 1.74019, -0.75196)  0.48
H (-5.67303, -0.34607, -1.95428)  0.43
H (-4.49089, -2.44096, -1.40883)  0.47
H (-2.70645, -2.44493, 0.27877)  0.40
H (-0.91567, -4.01264, 3.84965)  0.55
H (1.28001, -4.96276, 4.45773)  0.44
H (3.36861, -3.83304, 3.60878)  0.54
H (3.10812, -1.82332, 2.20045)  -0.18
C (3.78730, 1.57054, -1.00643)  -1.56
Si (3.21747, -0.09916, -0.28460)  0.87
C (4.73919, -0.66040, 0.73353)  -1.54
C (3.22035, -1.41753, -1.64042)  0.94
C (3.64566, -1.18715, -2.94701)  -0.47
C (3.69695, -2.20838, -3.88496)  -0.65
C (3.33370, -3.49436, -3.53156)  -0.75
C (2.93798, -3.75869, -2.22875)  -0.60
C (2.88592, -2.73113, -1.30543)  -0.35
H (4.73248, 1.86680, -0.55691)  0.56
H (3.06662, 2.37133, -0.85902)  0.28
H (3.94911, 1.50413, -2.07600)  0.66
H (5.61220, -0.53966, 0.09313)  0.46
H (4.70032, -1.71453, 0.98883)  0.40
H (4.92107, -0.09769, 1.64343)  0.44
H (3.96558, -0.20179, -3.24441)  0.28
H (4.02562, -1.99808, -4.89221)  0.45
H (3.36805, -4.28928, -4.26097)  0.40
H (2.67480, -4.76487, -1.93619)  0.47
H (2.57936, -2.96288, -0.29108)  0.13

Calculated values
HOMO level (alpha / beta): -10.166 / -10.166 eV
largest force on an atom: 0.0485 hartree/bohr
net charge: +1

A structure of composition C5H6N2O2 at a distorted geometry, computed with the ωB97M-V functional and the def2-TZVPD basis.

Last column: Mulliken charge in e.
Geometry (Å):
C (2.07207, 0.21024, -0.38329)  0.55
C (1.09952, -0.66166, 0.47486)  -0.90
C (-0.34342, -0.28958, 0.09527)  0.53
C (-0.95384, 0.70012, 0.63399)  -0.55
C (-2.32501, -0.32388, -0.73718)  -0.11
H (3.85513, 0.35454, -0.25201)  0.28
H (1.16521, -0.84139, 1.52246)  0.48
H (1.14532, -1.67691, 0.23746)  0.36
H (-0.68121, 1.51838, 1.00099)  0.51
H (-3.34709, 1.37617, 0.43185)  0.35
H (-3.31128, -0.98405, -1.29184)  0.27
N (-2.27847, 0.75116, 0.06446)  -0.29
N (-1.18167, -0.99326, -0.73854)  -0.67
O (3.33092, -0.25530, -0.03046)  -0.38
O (1.75383, 1.11543, -1.02801)  -0.45

Calculated values
HOMO level: -9.083 eV
largest force on an atom: 0.2124 hartree/bohr

A structure of composition C32H32CoF2GeN3P at a distorted geometry, computed with the ωB97M-V functional and the def2-TZVPD basis.

Last column: Mulliken charge in e.
Geometry (Å):
Co (-0.16474, -0.04004, 0.30900)  -0.05
N (2.35108, 1.78440, 0.28510)  0.17
P (2.17635, 0.12569, -0.12332)  0.97
C (2.49705, 0.03573, -1.90008)  0.48
C (3.01626, -1.14586, -2.43338)  -0.24
C (3.16675, -1.28179, -3.80479)  -0.89
C (2.79862, -0.24198, -4.64976)  -0.51
C (2.28628, 0.93454, -4.12285)  -0.86
C (2.12448, 1.07167, -2.75148)  -0.45
C (3.69223, -0.51826, 0.62208)  0.86
C (3.62370, -1.41666, 1.67800)  -0.68
C (4.78568, -1.85480, 2.29865)  -0.81
C (6.01703, -1.38793, 1.86482)  -0.62
C (6.09309, -0.49486, 0.79925)  -0.73
C (4.93512, -0.06415, 0.17178)  -0.52
C (1.23327, 2.58066, 0.28388)  0.34
C (1.26921, 3.89558, 0.75772)  -0.77
C (0.16360, 4.68716, 0.57448)  -0.43
C (-0.94395, 4.17991, -0.10856)  -0.98
C (-0.92037, 2.86526, -0.48690)  -1.27
N (0.11894, 2.03551, -0.24619)  -0.14
H (3.16276, 2.10376, 0.79046)  0.37
H (3.32987, -1.95198, -1.78007)  0.34
H (3.57582, -2.19635, -4.21364)  0.43
H (2.91324, -0.34938, -5.72076)  0.42
H (2.00793, 1.74750, -4.78072)  0.44
H (1.71969, 1.99113, -2.34761)  0.34
H (2.66235, -1.77443, 2.01627)  0.53
H (4.72845, -2.55778, 3.12063)  0.51
H (6.92330, -1.72161, 2.35386)  0.42
H (7.05550, -0.13896, 0.45507)  0.44
H (4.99453, 0.61413, -0.67285)  0.46
H (2.16437, 4.27050, 1.23700)  0.48
H (0.16201, 5.70624, 0.94080)  0.46
H (-1.79867, 4.79902, -0.34110)  0.47
H (-1.74186, 2.42608, -1.02807)  1.29
F (-5.32768, 1.31126, 0.40596)  -0.33
C (-4.40456, 0.37405, 0.15561)  0.11
C (-3.06642, 0.72087, 0.21542)  0.05
C (-2.08906, -0.23194, -0.03263)  -0.12
C (-2.48648, -1.56031, -0.24598)  -0.49
C (-3.84418, -1.84826, -0.32078)  0.68
F (-4.26214, -3.10512, -0.56412)  -0.33
C (-4.82490, -0.90179, -0.13792)  -0.79
C (-1.42384, -2.55787, -0.25570)  0.64
C (-1.59329, -3.93930, -0.31942)  -0.92
C (-0.49064, -4.76700, -0.24617)  -0.50
C (0.77318, -4.21126, -0.12077)  -1.50
C (0.86625, -2.84014, -0.05727)  0.02
N (-0.19609, -2.02371, -0.12068)  0.31
H (-2.83593, 1.73577, 0.49472)  0.98
H (-5.87107, -1.16627, -0.19311)  0.51
H (-2.58055, -4.36099, -0.40881)  0.58
H (-0.61953, -5.84144, -0.27843)  0.43
H (1.66511, -4.82006, -0.06969)  0.52
H (1.83216, -2.37326, 0.04965)  0.63
C (1.55890, 1.60282, 4.04594)  -1.12
Ge (0.37367, 0.06111, 3.88459)  0.57
C (1.40089, -1.57310, 4.17294)  -0.89
C (-1.04188, 0.15253, 5.21822)  -1.33
C (-0.64686, 0.08464, 2.20776)  -0.78
H (1.88779, 1.69025, 5.08344)  0.45
H (1.04901, 2.52866, 3.77214)  0.33
H (2.44627, 1.48552, 3.41861)  0.28
H (1.66030, -1.64068, 5.23150)  0.48
H (2.32654, -1.56615, 3.60825)  0.10
H (0.82296, -2.46155, 3.90887)  0.37
H (-0.59796, 0.16244, 6.21620)  0.40
H (-1.69852, -0.71451, 5.13903)  0.38
H (-1.63816, 1.05693, 5.09403)  0.39
H (-1.21554, 1.02153, 2.18502)  0.22
H (-1.39132, -0.71122, 2.29275)  0.44

Calculated values
HOMO level (alpha / beta): -11.220 / -11.221 eV
largest force on an atom: 0.0375 hartree/bohr
net charge: +1

A cluster of 2 separate species, C23H31BrNO10P in total at a distorted geometry, computed with the ωB97M-V functional and the def2-TZVPD basis.

Last column: Mulliken charge in e.
Geometry (Å):
C (-0.95221, -1.25481, 5.29258)  -1.28
C (-2.04578, -0.39634, 4.65086)  -0.59
C (-1.47892, 0.56482, 3.58042)  -0.88
Br (-2.27626, 2.33191, 3.90280)  -0.12
C (-1.64623, 0.05674, 2.11706)  2.10
N (-1.32982, -1.39294, 2.24015)  -0.65
C (-2.20710, -2.17742, 1.92606)  0.70
O (-3.04785, -2.89939, 1.55743)  -0.51
C (-2.93969, 0.38615, 1.35159)  -1.09
C (-4.29812, 0.35847, 2.03510)  -0.31
C (-5.39135, 0.19756, 0.95909)  -1.48
O (-2.60767, 1.65884, 0.74692)  -0.39
C (-1.46557, 1.32754, 0.05776)  -0.21
O (-1.27217, 1.50920, -1.09679)  -0.44
C (-0.55865, 0.67557, 1.14605)  1.38
C (0.20568, 1.92807, 1.68531)  -1.08
C (1.08702, 2.58940, 0.64032)  -0.50
O (2.20107, 2.24307, 0.38269)  -0.36
O (0.53115, 3.64646, -0.02906)  -0.42
C (0.40343, -0.28857, 0.44455)  -1.08
C (1.58405, -0.65445, 1.32592)  0.49
O (1.49203, -0.66734, 2.53196)  -0.52
C (2.89217, -1.05847, 0.70486)  0.34
C (2.97146, -2.26231, 0.01639)  -0.13
C (4.19816, -2.63851, -0.50906)  -0.72
C (5.31510, -1.83918, -0.34178)  -0.44
C (5.21654, -0.62895, 0.32647)  -0.87
C (3.99845, -0.23899, 0.85792)  -0.36
H (-1.37928, -1.95922, 6.00607)  0.43
H (-0.27179, -0.59613, 5.83372)  0.32
H (-0.39021, -1.81997, 4.55253)  0.26
H (-2.87621, -0.99929, 4.28795)  0.19
H (-2.44037, 0.22844, 5.45066)  0.59
H (-0.41821, 0.64515, 3.79375)  0.62
H (-3.09282, -0.23342, 0.45563)  0.85
H (-4.37718, -0.42936, 2.78012)  0.17
H (-4.49144, 1.31982, 2.50614)  0.41
H (-5.21782, 0.88238, 0.13031)  0.35
H (-6.33162, 0.51908, 1.40761)  0.46
H (-5.45567, -0.84054, 0.63943)  0.32
H (0.81935, 1.70509, 2.55219)  0.55
H (-0.55851, 2.66610, 1.92230)  0.81
H (0.25100, 4.30066, 0.62412)  0.38
H (0.78559, 0.16350, -0.46910)  -0.50
H (-0.10053, -1.20106, 0.11950)  1.08
H (2.09187, -2.88221, -0.09803)  0.47
H (4.26779, -3.58760, -1.02392)  0.41
H (6.25575, -2.18890, -0.74477)  0.40
H (6.09325, -0.00985, 0.45597)  0.41
H (3.91776, 0.69718, 1.38894)  0.40
C (0.52238, -0.28635, -7.09605)  -0.66
O (0.96265, 0.77490, -6.25319)  -0.46
P (1.96491, 0.46743, -5.01301)  1.22
O (3.26532, 0.17730, -5.63314)  -0.73
O (1.21534, -0.91025, -4.50778)  -0.35
C (-0.19254, -0.95835, -4.28207)  -0.65
O (2.36561, 0.92914, -3.50023)  -0.29
C (1.36782, 1.60276, -2.69691)  -0.05
H (0.51859, 0.09923, -8.11343)  0.26
H (1.18153, -1.14938, -7.03488)  0.35
H (-0.49795, -0.56956, -6.83718)  0.25
H (-0.60105, -1.80905, -4.82829)  0.31
H (-0.69549, -0.04878, -4.61508)  0.44
H (-0.38162, -1.10827, -3.21771)  0.03
H (0.52439, 0.94327, -2.50279)  0.03
H (1.01930, 2.50459, -3.20067)  0.43
H (1.80119, 1.88542, -1.74223)  -0.09

Calculated values
HOMO level: -9.355 eV
largest force on an atom: 0.1096 hartree/bohr

Repeat the second record exactly.
A structure of composition C5H6N2O2 at a distorted geometry, computed with the ωB97M-V functional and the def2-TZVPD basis.

Last column: Mulliken charge in e.
Geometry (Å):
C (2.07207, 0.21024, -0.38329)  0.55
C (1.09952, -0.66166, 0.47486)  -0.90
C (-0.34342, -0.28958, 0.09527)  0.53
C (-0.95384, 0.70012, 0.63399)  -0.55
C (-2.32501, -0.32388, -0.73718)  -0.11
H (3.85513, 0.35454, -0.25201)  0.28
H (1.16521, -0.84139, 1.52246)  0.48
H (1.14532, -1.67691, 0.23746)  0.36
H (-0.68121, 1.51838, 1.00099)  0.51
H (-3.34709, 1.37617, 0.43185)  0.35
H (-3.31128, -0.98405, -1.29184)  0.27
N (-2.27847, 0.75116, 0.06446)  -0.29
N (-1.18167, -0.99326, -0.73854)  -0.67
O (3.33092, -0.25530, -0.03046)  -0.38
O (1.75383, 1.11543, -1.02801)  -0.45

Calculated values
HOMO level: -9.083 eV
largest force on an atom: 0.2124 hartree/bohr

Q: Among the records above, which one has the highest largest force on an atom?
A: C5H6N2O2

Q: Which formula does entry 4 have?
A: C23H31BrNO10P